Computed, not measured: a molecular structure, C66H58N5O4Re, with ωB97M-V with the def2-TZVPD basis set.

Last column: Mulliken charge in e.
Atoms and positions in Å:
H1 3.55191 -9.23318 4.53622  0.245
C1 -1.36412 3.21692 1.58265  0.551
H2 3.37531 -2.42672 2.88377  0.552
O1 3.21103 -7.70830 3.27280  -0.473
H3 2.24920 -4.39567 0.41590  0.545
H4 -5.29179 -2.38970 2.77944  0.536
C2 -4.74655 1.90771 0.36978  -1.673
C3 0.58319 4.15034 -1.62116  -2.119
C4 -3.37091 1.96656 0.76912  0.217
C5 -3.85722 -1.56451 0.71086  1.601
H5 -6.03821 0.16502 0.01304  0.570
C6 3.68526 3.56379 2.55800  0.203
N1 0.94122 -0.34844 2.05329  0.302
C7 4.31744 3.07704 5.21026  -0.820
H6 -2.72812 -3.16534 -2.37481  0.440
H7 -4.70915 3.85531 2.73389  0.545
Re1 -0.90770 0.18244 1.29467  1.422
C8 -3.03629 0.07211 3.74256  -0.120
H8 -0.63473 -1.03063 -4.79076  0.366
C9 2.27420 2.44495 -0.84696  -0.935
C10 2.58086 -6.51639 3.02980  0.994
H9 4.53013 2.88840 6.25264  0.387
H10 1.24552 4.44119 -2.44158  0.463
C11 -2.69278 -3.74445 1.13266  -1.524
C12 -5.82558 -2.62701 -0.53473  0.245
H11 -10.36498 -5.18702 1.54427  0.244
C13 -1.42192 -4.09590 1.44673  -1.750
N2 -0.49891 2.17133 1.72917  0.665
H12 0.78022 4.81926 -0.78033  0.412
C14 1.35756 -4.08933 2.33783  -1.102
C15 2.73595 -5.99453 1.75020  -0.819
C16 1.92043 0.51661 2.50661  -0.664
H13 1.25465 4.71672 2.94302  0.597
C17 -7.62334 -3.65857 0.68294  0.995
C18 2.75048 -1.56783 2.69827  -1.998
C19 -1.67490 0.12868 3.39875  1.597
H14 -3.79165 0.13828 2.96757  0.468
H15 7.53335 4.83910 6.41834  0.249
C20 1.40684 -1.62061 2.20289  0.151
O2 -8.81219 -4.33115 0.59660  -0.473
C21 -5.07957 0.58523 0.27432  -1.668
C22 -9.44695 -4.67029 1.81146  -0.847
C23 4.74956 4.22545 3.14275  -1.149
C24 0.50295 1.90330 -3.57554  -0.706
H16 1.69181 -6.20713 4.97229  0.391
C25 5.07841 3.97329 4.47052  0.926
C26 -3.91149 -0.16696 0.57616  -0.370
C27 -0.22276 0.46979 -1.77881  -0.346
C28 2.92297 2.63785 3.27141  -0.913
C29 -3.17297 5.45118 0.20254  0.141
C30 -6.66411 8.20631 1.93071  -0.851
H17 1.01607 -2.69881 -2.21723  0.342
O3 -5.58683 8.01365 1.03950  -0.465
H18 0.25358 1.13409 -5.56748  0.367
N3 -0.41258 0.28166 -0.41834  0.848
C31 0.03395 -2.96595 -2.61302  -1.736
H19 -5.38478 -2.35257 -1.47781  0.516
H20 -3.66218 7.43011 -0.49407  0.418
H21 -2.27745 -2.45887 -3.93102  0.415
C32 -5.78273 -2.64877 1.84788  -0.222
H22 1.95865 -8.47234 4.74561  0.332
C33 -3.88861 6.63486 0.20520  -0.890
H23 0.92893 2.83959 -3.91597  0.288
C34 -4.92365 6.81765 1.11533  0.930
H24 2.65422 1.72370 5.17940  0.544
C35 -5.17399 -2.29141 0.65161  -1.267
H25 0.12616 -3.08402 -3.69703  0.336
C36 -2.73733 -2.31037 1.03841  -0.140
H26 -9.69147 -3.78016 2.39744  0.333
H27 5.87863 4.61868 7.02591  0.318
H28 -2.90895 -0.22299 7.12587  0.356
C37 1.21953 -4.62437 3.61065  -0.315
C38 3.25177 2.41891 4.60141  -0.201
H29 3.33181 -6.54382 1.03220  0.403
C39 -1.00538 -1.89650 -2.26606  2.300
H30 6.77064 3.23543 6.34931  0.344
H31 0.62228 -4.08804 4.33892  0.540
H32 -7.43447 7.44118 1.80058  0.334
C40 1.78483 1.90725 2.63539  1.677
H33 -4.54463 -0.09098 5.26203  0.404
C41 -0.53631 -0.53384 -2.71229  0.460
C42 -0.36863 -0.26754 -4.06696  -0.508
N4 -2.87563 0.70603 0.83789  0.401
H34 -1.10007 -1.87438 -1.18441  -0.959
H35 -1.02796 -5.09149 1.57782  0.569
C43 -2.67506 3.15172 1.11415  0.783
C44 -4.48625 4.63222 2.01179  -0.479
C45 0.51207 4.06908 2.50485  -1.753
C46 1.82310 -5.82814 3.96906  -0.558
C47 0.80453 2.70139 -1.19290  2.406
H36 -8.82542 -5.33476 2.41745  0.319
C48 0.33422 1.68900 -2.21699  0.378
C49 -1.21551 -0.04582 5.80741  -1.108
H37 3.99353 0.15911 3.23531  0.648
H38 -5.38122 2.76097 0.19448  0.639
C50 -6.99789 -3.32793 1.87828  -0.653
H39 -0.25554 -3.92998 -2.18668  0.437
C51 3.01754 -8.28678 4.54542  -0.845
H40 5.34675 4.93479 2.58405  0.415
C52 -2.56903 -0.11992 6.10164  -0.540
H41 0.22656 2.53085 -0.28676  -1.073
H42 2.61171 3.12930 -0.06428  -0.064
C53 0.13632 0.94276 -4.50782  -1.237
C54 -2.35708 -2.26273 -2.85645  -1.811
C55 -3.45947 4.42200 1.10044  -0.767
H43 -7.08456 9.18107 1.69701  0.242
C56 -7.03446 -3.30187 -0.52404  -0.869
H44 -3.53057 -4.40129 0.95595  0.605
H45 -6.00793 5.93696 2.76108  0.370
C57 -0.78770 0.07832 4.48873  -0.130
C58 -0.65571 -2.87362 1.57870  0.202
C59 2.12907 -4.79661 1.41580  0.097
H46 3.43532 3.76137 1.52244  0.339
H47 2.90851 2.58415 -1.72763  0.402
H48 3.42316 -7.65368 5.33958  0.320
H49 -6.32994 8.19977 2.97181  0.325
C60 -5.22265 5.81442 2.02923  -0.644
H50 -7.53588 -3.56831 -1.44579  0.417
C61 -0.71809 4.41945 2.06119  -1.924
H51 -2.36841 5.31470 -0.51126  0.553
H52 -1.16260 5.40152 2.07200  0.550
H53 -0.44853 4.30978 -1.94324  0.457
C62 3.05996 -0.24965 2.88316  -1.253
N5 -1.46250 -1.81683 1.29925  0.717
O4 6.15558 4.65681 4.96479  -0.476
C63 0.66444 2.65470 2.29783  0.010
C64 6.59676 4.31054 6.26089  -0.857
H54 0.28053 0.13029 4.31476  0.262
H55 -0.48367 -0.08545 6.60775  0.424
C65 -3.47966 -0.05260 5.05572  -1.115
H56 -7.43319 -3.58867 2.83181  0.392
H57 -3.08436 -1.46271 -2.70398  0.327
C66 0.67943 -2.80501 1.97996  0.984
H58 2.41117 1.42540 -0.48016  0.365

The total charge is -1. The multiplicity is 2. The expectation value of S² is 0.81. As for the frontier orbital gap (spin up / spin down): 0.1565 / 0.1977 Eh. The value obtained for the total energy is -3202.9756 a.u. The value obtained for the LUMO energy (spin up / spin down) is 1.701 / 1.415 eV. The energy relative to the best compared isomer or geometry (same formula, charge and spin) is 0.0 kcal/mol.